(1)
The following is a quantum chemistry calculation of C25H29ClF4N5O10P2Tl as an isolated structure, from OMol25.

Cartesian coordinates (Å):
Tl -1.014 -0.073 0.134
C 0.784 0.886 -5.602
C 0.016 0.607 -4.346
N 0.779 0.682 -3.072
C 1.082 2.117 -2.717
C 1.666 2.383 -1.338
C 1.873 -0.310 -2.868
C 1.508 -1.732 -3.168
N 0.240 -2.030 -2.455
C -0.469 -3.118 -2.843
C -1.914 -3.057 -2.997
F -2.502 -1.849 -2.804
C -2.674 -4.110 -3.467
F -3.967 -3.996 -3.766
C -2.096 -5.367 -3.627
C -0.764 -5.551 -3.205
F -0.297 -6.779 -2.956
C 0.016 -4.446 -2.999
F 1.322 -4.565 -2.630
H 0.093 0.908 -6.476
H 1.470 0.028 -5.788
H 1.337 1.838 -5.502
H -0.461 -0.418 -4.265
H -0.820 1.364 -4.176
H 0.115 2.573 -2.855
H 1.759 2.652 -3.434
H 0.922 2.991 -0.773
H 2.617 2.944 -1.395
H 1.868 1.534 -0.711
H 2.178 -0.253 -1.834
H 2.839 -0.113 -3.360
H 2.262 -2.435 -2.773
H 1.423 -1.934 -4.266
H -2.656 -6.204 -4.057
N 1.271 -4.656 1.916
C 0.479 -3.386 2.036
C 0.434 -2.982 3.503
P -1.098 -3.618 1.198
O -1.682 -4.426 2.511
O -0.790 -4.625 0.109
O -1.801 -2.330 0.996
P 1.575 -2.156 1.104
O 1.410 -2.570 -0.390
O 2.959 -2.513 1.451
O 1.120 -0.718 1.381
H 1.092 -5.271 2.691
H 2.284 -4.463 1.715
H 0.921 -5.122 1.070
H 0.566 -3.903 4.129
H -0.543 -2.514 3.645
H 1.188 -2.212 3.708
H -2.013 -5.319 2.240
H 0.767 -2.323 -1.133
O -3.535 7.256 0.842
C -3.069 6.988 2.058
O -3.352 7.640 3.080
C -2.131 5.807 2.172
C -1.314 5.558 3.325
Cl -1.151 6.602 4.615
N -0.538 4.416 3.124
N -0.760 3.952 1.774
C -1.701 4.690 1.287
C -2.264 4.382 -0.138
O -3.052 5.288 -0.594
O -1.888 3.337 -0.742
C 0.369 3.666 3.922
C 0.428 3.856 5.337
C 0.925 2.832 6.120
C 1.419 1.698 5.516
C 1.396 1.487 4.136
C 0.952 2.501 3.359
H -3.278 6.500 0.194
H 0.392 4.861 5.739
H 0.853 2.776 7.202
H 1.933 0.999 6.137
H 1.787 0.524 3.781
H 0.905 2.328 2.265

As for the HOMO energy (alpha / beta): -8.7 / -8.7 eV. The multiplicity is 1. Its charge is 0. Its orbital gap (alpha / beta) is 6.07 / 3.87 eV. Its LUMO energy (alpha / beta) is -2.604 / -4.842 eV.

***

(2)
The following is a quantum chemistry calculation of C25H29F10N4O5Sc as an isolated structure, from OMol25.

Cartesian coordinates (Å):
Sc 0.253 -0.417 0.728
C 3.549 -0.845 1.021
O 2.459 -0.865 0.098
C 2.660 -1.718 -1.017
C 1.578 -1.411 -2.021
O 0.318 -1.541 -1.352
C -0.780 -1.790 -2.233
C -1.166 -0.615 -3.100
O -1.775 0.377 -2.303
C -2.318 1.416 -3.086
H 3.593 -1.785 1.579
H 3.377 -0.006 1.686
H 4.482 -0.695 0.474
H 2.625 -2.766 -0.700
H 3.637 -1.515 -1.466
H 1.632 -2.130 -2.844
H 1.683 -0.397 -2.418
H -1.623 -2.046 -1.594
H -0.525 -2.647 -2.863
H -1.878 -0.982 -3.853
H -0.299 -0.202 -3.633
H -3.129 1.048 -3.725
H -1.560 1.879 -3.730
H -2.714 2.169 -2.407
C -1.343 2.455 0.957
N -1.358 1.114 1.561
C -1.067 1.244 3.010
C 0.436 1.141 3.209
N 0.842 -0.182 2.709
C 1.440 -1.000 3.650
C 0.910 -2.238 4.023
F -0.276 -2.628 3.530
C 1.533 -3.084 4.923
F 0.976 -4.258 5.234
C 2.712 -2.701 5.534
F 3.311 -3.506 6.414
C 3.254 -1.465 5.229
F 4.395 -1.078 5.806
C 2.626 -0.646 4.310
F 3.199 0.534 4.028
C -2.676 0.495 1.305
C -2.669 -0.994 1.575
N -1.538 -1.591 0.875
C -1.487 -2.956 0.789
C -2.550 -3.854 0.592
F -3.809 -3.400 0.447
C -2.364 -5.223 0.485
F -3.420 -6.014 0.289
C -1.100 -5.779 0.539
F -0.926 -7.098 0.411
C -0.017 -4.936 0.715
F 1.222 -5.430 0.784
C -0.235 -3.585 0.840
F 0.845 -2.782 1.071
H -2.158 3.063 1.367
H -1.453 2.368 -0.122
H -0.392 2.942 1.166
H -1.539 0.417 3.540
H -1.487 2.185 3.387
H 0.679 1.259 4.268
H 0.954 1.941 2.671
H -2.895 0.652 0.246
H -3.452 0.998 1.896
H -3.636 -1.383 1.252
H -2.598 -1.190 2.654
N 1.349 2.066 -2.874
C 2.038 2.668 -1.732
C 1.698 1.955 -0.427
O 2.350 2.179 0.582
O 0.679 1.159 -0.493
H 1.346 2.704 -3.662
H 0.385 1.902 -2.603
H 1.801 3.727 -1.573
H 3.119 2.605 -1.865

As for the HOMO energy: -7.6 eV. The multiplicity is 1. Its charge is 0. Its orbital gap is 7.94 eV. Its LUMO energy is 0.310 eV.

***

(3)
The following is a quantum chemistry calculation of C25H29FN4O3 in the gas phase, from OMol25.

Cartesian coordinates (Å):
C -1.145 -3.092 -1.458
N -2.077 -2.005 -1.234
C -1.872 -0.844 -1.974
O -0.945 -0.770 -2.765
C -2.779 0.246 -1.718
C -3.778 0.161 -0.810
O -4.631 1.163 -0.478
C -4.486 2.410 -1.122
C -3.189 3.160 -0.777
O -2.771 4.051 -1.482
N -2.619 2.766 0.376
C -1.344 3.274 0.829
C -0.172 2.377 0.425
C -0.307 0.950 0.985
N 0.876 0.120 0.919
C 1.431 -0.057 -0.412
C 2.429 -1.219 -0.380
N 3.499 -0.938 0.559
C 4.656 -0.309 0.137
C 5.252 0.755 0.827
C 6.445 1.318 0.416
C 7.099 0.852 -0.709
C 6.548 -0.208 -1.410
C 5.368 -0.773 -0.981
F 4.912 -1.846 -1.681
C 2.950 -0.670 1.868
C 1.932 0.477 1.846
C -3.976 -1.068 -0.081
C -5.009 -1.209 0.851
C -5.178 -2.386 1.540
C -4.307 -3.445 1.306
C -3.282 -3.329 0.395
C -3.092 -2.140 -0.323
H -0.432 -2.748 -2.207
H -1.663 -3.975 -1.834
H -0.612 -3.334 -0.538
H -2.577 1.140 -2.287
H -5.331 3.013 -0.776
H -4.554 2.314 -2.211
H -3.023 1.994 0.882
H -1.220 4.260 0.376
H -1.382 3.380 1.917
H 0.745 2.834 0.801
H -0.113 2.336 -0.663
H -0.602 1.000 2.039
H -1.094 0.422 0.437
H 0.630 -0.282 -1.115
H 1.956 0.849 -0.762
H 2.818 -1.388 -1.380
H 1.916 -2.125 -0.044
H 4.769 1.161 1.701
H 6.860 2.139 0.981
H 8.025 1.297 -1.036
H 7.033 -0.621 -2.280
H 3.753 -0.472 2.578
H 2.427 -1.579 2.185
H 1.502 0.604 2.843
H 2.440 1.415 1.560
H -5.671 -0.372 1.009
H -5.979 -2.489 2.255
H -4.434 -4.373 1.844
H -2.627 -4.169 0.237

As for the HOMO energy: -7.6 eV. The multiplicity is 1. Its charge is 0. Its orbital gap is 7.76 eV. Its SMILES is Cn1c(=O)cc(OCC(=O)NCCCN2CCN(c3ccccc3F)CC2)c2ccccc21. Its LUMO energy is 0.148 eV.

***

(4)
The following is a quantum chemistry calculation of C25H29FeN9O2PS4 as an isolated structure, from OMol25.

Cartesian coordinates (Å):
Fe 0.903 0.374 -0.184
C -2.944 -0.956 -4.989
C -1.451 -0.912 -4.746
O -1.037 0.312 -4.114
P -1.134 0.548 -2.530
S -0.114 2.172 -2.127
S -0.612 -1.100 -1.528
O -2.716 0.717 -2.249
C -3.373 1.941 -2.635
C -3.840 2.662 -1.392
H -3.197 -1.849 -5.563
H -3.266 -0.082 -5.556
H -3.494 -0.986 -4.049
H -0.903 -0.937 -5.687
H -1.121 -1.754 -4.134
H -4.205 1.658 -3.282
H -2.686 2.566 -3.208
H -4.543 2.045 -0.827
H -4.346 3.592 -1.659
H -2.984 2.893 -0.757
S 8.499 0.067 0.174
N 7.398 0.200 1.356
C 6.212 0.215 0.780
C 4.937 0.330 1.473
C 4.810 0.445 2.830
C 3.518 0.552 3.392
C 2.436 0.533 2.545
N 2.520 0.416 1.215
C 3.771 0.319 0.650
C 3.831 0.206 -0.749
N 2.636 0.211 -1.427
C 2.670 0.092 -2.758
C 3.826 -0.034 -3.496
C 5.058 -0.031 -2.818
C 5.066 0.088 -1.453
C 6.274 0.098 -0.644
N 7.506 -0.003 -1.105
H 5.697 0.454 3.450
H 3.372 0.650 4.457
H 1.428 0.615 2.936
H 1.707 0.106 -3.254
H 3.771 -0.123 -4.570
H 5.997 -0.121 -3.349
C -2.336 3.087 3.325
N -2.159 1.648 3.377
C -2.672 0.807 4.345
C -2.280 -0.438 4.034
N -1.520 -0.360 2.872
C -1.448 0.946 2.461
S -0.766 1.702 1.114
C -0.998 -1.524 2.235
C -1.685 -2.728 2.369
C -1.088 -3.858 1.853
C 0.146 -3.752 1.225
C 0.706 -2.498 1.096
N 0.137 -1.390 1.587
H -2.933 3.386 4.182
H -2.840 3.367 2.401
H -1.366 3.581 3.351
H -3.249 1.175 5.173
H -2.434 -1.369 4.545
H -2.673 -2.753 2.807
H -1.588 -4.815 1.926
H 0.650 -4.616 0.818
H 1.642 -2.353 0.569
N -4.690 -1.121 1.176
N -3.460 -0.851 0.502
H -5.482 -1.138 0.541
H -4.845 -0.381 1.847
H -3.564 -0.223 -0.289
H -3.084 -1.718 0.141

As for the HOMO energy (alpha / beta): -4.7 / -8.0 eV. The multiplicity is 6. Its charge is 0. Its orbital gap (alpha / beta) is 5.02 / 8.18 eV. Its LUMO energy (alpha / beta) is 0.307 / 0.201 eV.

***

Respective energy relative to the best compared isomer or geometry (same formula, charge and spin) values: 24.8 18.5 74.9 0.0 kJ/mol.